Entry 1:
DFT (ωB97M-V/def2-TZVPD) results for a structure of composition C29H49NP2V at a distorted geometry.

Results
relative energy (zero: lowest compared OMol25 entry of this formula, charge and spin)	0.0	kcal/mol
gap between HOMO and LUMO (alpha / beta)	5.08 / 5.46	eV
charge	+1
spin multiplicity	3

Geometry (Å):
V: 0.000 0.000 0.000
C: 0.402 0.791 2.016
C: -0.471 -0.364 2.092
C: 1.558 -1.047 1.161
C: 1.638 0.385 1.428
C: 0.273 -1.501 1.589
C: 0.081 2.157 2.544
H: -0.998 2.337 2.551
H: 0.553 2.937 1.941
H: 0.441 2.265 3.576
C: 2.841 1.237 1.164
H: 2.589 2.300 1.212
H: 3.244 1.033 0.168
H: 3.631 1.043 1.903
C: 2.667 -1.872 0.585
H: 3.362 -2.201 1.369
H: 3.230 -1.293 -0.154
H: 2.277 -2.763 0.085
C: -0.203 -2.922 1.596
H: 0.139 -3.439 2.504
H: 0.178 -3.475 0.733
H: -1.295 -2.975 1.580
C: -1.804 -0.416 2.777
H: -1.700 -0.708 3.832
H: -2.467 -1.142 2.297
H: -2.301 0.558 2.750
C: -5.155 3.266 -3.954
C: -5.659 3.404 -2.722
C: -6.907 2.823 -2.112
C: -7.550 1.614 -2.828
C: -6.622 0.429 -2.937
C: -5.687 0.178 -3.860
C: -5.275 0.977 -5.069
C: -5.695 2.463 -5.113
H: -7.662 3.619 -2.014
H: -7.929 1.917 -3.805
H: -6.664 2.526 -1.082
H: -6.781 2.543 -5.183
H: -4.210 3.774 -4.151
H: -5.091 4.033 -2.035
H: -5.300 2.888 -6.043
H: -4.180 0.925 -5.143
H: -5.121 -0.746 -3.737
H: -5.651 0.475 -5.975
H: -8.428 1.315 -2.243
H: -6.717 -0.301 -2.132
P: -1.310 1.599 -0.955
C: -0.635 3.136 -1.701
C: -2.832 2.226 -0.127
P: -1.456 -0.998 -1.438
C: -1.941 0.546 -2.349
C: -3.052 -1.712 -0.859
C: -0.936 -2.229 -2.699
H: 0.343 2.891 -2.124
H: -0.501 3.883 -0.912
H: -1.297 3.540 -2.473
H: -3.567 2.582 -0.857
H: -2.564 3.054 0.537
H: -3.274 1.431 0.478
H: -1.658 -2.303 -3.520
H: -0.834 -3.207 -2.219
H: 0.042 -1.918 -3.076
H: -1.254 0.665 -3.193
H: -2.978 0.666 -2.680
H: -2.890 -2.748 -0.546
H: -3.808 -1.697 -1.652
H: -3.416 -1.147 0.003
C: 0.157 1.941 -4.254
C: 1.170 1.121 -3.365
C: 2.254 1.097 -4.195
C: 3.239 0.535 -3.620
C: 2.871 0.128 -2.366
C: 4.202 -0.486 -1.846
N: 1.463 0.442 -2.090
H: -0.028 1.366 -5.191
H: 0.638 2.906 -4.541
H: -0.840 2.329 -4.033
H: 2.356 1.507 -5.199
H: 4.192 0.453 -4.137
H: 5.112 -0.358 -2.479
H: 4.613 -0.016 -0.931
H: 4.159 -1.600 -1.862

Entry 2:
DFT (ωB97M-V/def2-TZVPD) results for a structure of composition C29H49OPSb2Y.

Results
gap between HOMO and LUMO	6.44	eV
charge	+3
spin multiplicity	1

Geometry (Å):
Y: -0.172 0.370 0.899
C: -3.419 -2.372 -0.454
Sb: -2.436 -0.608 -1.101
C: -2.142 -1.042 -3.145
C: -4.086 0.762 -1.168
C: -3.745 2.062 -1.839
C: -3.716 2.092 -3.235
C: -3.431 3.253 -3.932
C: -3.179 4.425 -3.232
C: -3.224 4.415 -1.850
C: -3.500 3.247 -1.133
C: -3.579 3.347 0.363
Sb: -1.668 3.100 1.302
C: -1.988 3.971 3.204
C: -0.568 4.626 0.330
H: -4.334 -2.469 -1.036
H: -3.672 -2.314 0.603
H: -2.787 -3.240 -0.633
H: -3.106 -1.329 -3.561
H: -1.445 -1.872 -3.243
H: -1.755 -0.172 -3.669
H: -4.469 0.865 -0.155
H: -4.828 0.209 -1.745
H: -3.961 1.192 -3.787
H: -3.438 3.251 -5.013
H: -2.983 5.348 -3.761
H: -3.080 5.344 -1.310
H: -4.280 2.657 0.827
H: -3.863 4.356 0.667
H: -2.309 4.996 3.025
H: -1.071 3.977 3.791
H: -2.768 3.436 3.742
H: -1.085 5.572 0.487
H: -0.510 4.421 -0.737
H: 0.434 4.694 0.752
C: -1.418 -0.036 4.899
C: -1.503 -0.916 3.713
C: -2.093 -2.264 3.833
O: -1.063 -0.525 2.604
H: -2.372 -0.031 5.431
H: -1.111 0.974 4.640
H: -0.692 -0.474 5.594
H: -1.603 -2.801 4.651
H: -2.018 -2.828 2.907
H: -3.141 -2.163 4.134
C: 2.756 0.505 4.037
C: 3.131 1.298 2.782
C: 2.329 2.607 2.757
C: 4.627 1.619 2.765
P: 2.590 0.373 1.265
C: 3.104 1.312 -0.186
C: 4.373 1.284 -0.762
C: 4.642 2.043 -1.891
C: 3.655 2.843 -2.456
C: 2.388 2.894 -1.892
C: 2.126 2.129 -0.767
C: 3.131 -1.404 1.127
C: 4.571 -1.683 1.561
C: 2.925 -1.800 -0.340
C: 2.161 -2.235 1.979
H: 2.835 1.159 4.907
H: 3.422 -0.342 4.205
H: 1.726 0.131 4.003
H: 2.590 3.206 3.632
H: 1.243 2.423 2.815
H: 2.535 3.207 1.870
H: 4.880 2.183 3.666
H: 4.896 2.236 1.907
H: 5.242 0.721 2.760
H: 5.159 0.673 -0.335
H: 5.629 2.013 -2.333
H: 3.878 3.435 -3.333
H: 1.624 3.530 -2.319
H: 1.134 2.244 -0.304
H: 5.293 -1.073 1.019
H: 4.808 -2.728 1.352
H: 4.716 -1.524 2.629
H: 3.650 -1.336 -1.006
H: 1.925 -1.529 -0.714
H: 3.017 -2.883 -0.434
H: 2.163 -1.960 3.033
H: 2.433 -3.291 1.913
H: 1.127 -2.172 1.601

Entry 3:
DFT (ωB97M-V/def2-TZVPD) results for a structure of composition C29H50Br4N3O8P2SbScTe at a distorted geometry.

Results
relative energy (zero: lowest compared OMol25 entry of this formula, charge and spin)	18.1	kcal/mol
gap between HOMO and LUMO	6.36	eV
charge	-1
spin multiplicity	1

Geometry (Å):
Sc: -0.508 -0.319 0.337
N: -0.334 -1.080 4.312
C: -1.269 -0.024 3.874
C: -2.079 0.564 5.049
P: -2.478 -0.563 2.564
O: -1.868 -2.006 2.075
O: -3.849 -0.744 3.070
O: -2.189 0.351 1.373
P: -0.198 1.302 3.158
O: -1.277 2.499 2.961
O: 0.810 1.706 4.169
O: 0.295 0.920 1.763
H: 0.487 -1.528 2.997
H: -0.824 -1.863 4.716
H: 0.285 -0.688 5.014
H: -2.608 -0.239 5.564
H: -2.833 1.267 4.699
H: -1.408 1.069 5.748
H: -2.644 -2.495 1.735
H: -1.168 3.114 3.711
Br: 2.349 -6.583 3.112
C: 1.523 -5.260 2.047
C: 0.957 -5.570 0.813
Br: 0.958 -7.357 0.198
C: 0.382 -4.558 0.028
Br: -0.448 -4.929 -1.626
C: 0.363 -3.222 0.447
O: -0.147 -2.237 -0.240
C: 0.914 -2.944 1.709
O: 0.858 -1.640 2.056
C: 1.488 -3.929 2.483
Br: 2.233 -3.411 4.145
C: 2.868 1.368 0.610
N: 2.371 0.239 -0.178
C: 3.157 -0.951 0.162
C: 2.541 0.557 -1.591
C: 1.832 -0.419 -2.489
N: 0.382 -0.346 -2.390
C: -0.119 0.850 -3.075
C: -0.173 -1.520 -3.076
H: 3.925 1.569 0.375
H: 2.772 1.157 1.672
H: 2.281 2.258 0.390
H: 4.213 -0.816 -0.123
H: 2.771 -1.836 -0.345
H: 3.103 -1.125 1.233
H: 3.610 0.553 -1.850
H: 2.172 1.567 -1.766
H: 2.137 -1.434 -2.236
H: 2.145 -0.238 -3.526
H: 0.221 0.875 -4.123
H: 0.214 1.758 -2.579
H: -1.207 0.835 -3.058
H: 0.127 -1.520 -4.138
H: -1.260 -1.504 -3.014
H: 0.184 -2.429 -2.601
C: -4.939 -1.480 -7.254
C: -4.416 -1.254 -5.854
C: -4.119 -2.319 -5.009
C: -3.668 -2.119 -3.705
C: -3.361 -3.324 -2.844
C: -3.514 -0.814 -3.207
Te: -3.086 -0.511 -1.117
C: -3.785 0.270 -4.058
C: -3.633 1.721 -3.640
C: -4.232 0.031 -5.361
H: -5.024 -2.546 -7.475
H: -4.281 -1.028 -8.003
H: -5.929 -1.030 -7.375
H: -4.241 -3.336 -5.375
H: -3.383 -4.244 -3.437
H: -4.089 -3.413 -2.033
H: -2.380 -3.230 -2.371
H: -3.364 1.812 -2.589
H: -4.573 2.263 -3.796
H: -2.865 2.214 -4.246
H: -4.449 0.884 -6.004
C: 0.362 4.408 -2.586
C: -1.067 3.986 -2.208
Sb: -1.100 2.898 -0.310
C: -3.197 3.200 0.124
C: -3.845 4.408 -0.550
C: -0.493 4.746 0.697
C: 0.933 4.769 1.264
H: 0.382 4.969 -3.528
H: 1.028 3.547 -2.711
H: 0.808 5.052 -1.816
H: -1.505 3.359 -2.994
H: -1.707 4.868 -2.094
H: -3.231 3.281 1.211
H: -3.700 2.275 -0.149
H: -3.325 5.345 -0.314
H: -4.884 4.511 -0.215
H: -3.860 4.298 -1.639
H: -1.234 4.913 1.478
H: -0.610 5.538 -0.046
H: 1.130 3.935 1.934
H: 1.122 5.690 1.827
H: 1.677 4.725 0.462

Entry 4:
DFT (ωB97M-V/def2-TZVPD) results for a structure of composition C29H50BrNOP2Pt at a distorted geometry.

Results
relative energy (zero: lowest compared OMol25 entry of this formula, charge and spin)	93.0	kcal/mol
gap between HOMO and LUMO (alpha / beta)	4.50 / 4.55	eV
charge	+2
spin multiplicity	3

Geometry (Å):
N: 9.010 3.077 -2.707
C: 8.590 2.730 -1.487
C: 7.335 2.168 -1.289
C: 6.413 2.056 -2.355
C: 6.886 2.422 -3.614
C: 8.208 2.907 -3.745
C: 5.042 1.634 -2.121
Pt: 0.900 -0.509 -3.096
P: -1.577 -3.720 -1.830
C: 4.162 1.006 -2.957
C: 3.262 0.083 -2.322
C: 2.857 -1.199 -2.956
C: 2.432 -2.186 -1.995
C: 1.810 -1.704 -0.882
C: 2.232 -0.611 -0.185
C: 2.950 0.323 -0.979
Br: -0.636 -0.640 0.789
H: 4.792 1.802 -1.064
H: 4.298 0.985 -4.036
H: 7.062 1.788 -0.304
H: 6.217 2.315 -4.460
H: 9.258 2.889 -0.646
H: 8.561 3.137 -4.762
H: 3.127 -1.439 -3.970
H: 3.292 1.226 -0.477
H: 2.478 -3.209 -2.291
H: 2.116 -0.355 0.867
P: -0.957 0.645 -2.697
C: -0.293 -3.594 -0.567
C: 0.271 -4.907 -0.027
H: -0.642 -2.893 0.242
H: 0.556 -2.989 -1.002
H: 0.936 -4.681 0.822
H: -0.547 -5.529 0.352
H: 0.866 -5.409 -0.797
C: -1.359 -3.024 -3.500
C: -2.074 -3.917 -4.526
H: -0.288 -2.961 -3.716
H: -1.759 -1.994 -3.495
H: -1.584 -3.862 -5.502
H: -2.012 -4.970 -4.198
H: -3.111 -3.611 -4.643
C: -2.978 -2.805 -1.126
C: -3.833 -3.615 -0.121
H: -3.651 -2.574 -1.984
H: -2.552 -1.878 -0.700
H: -4.630 -2.975 0.273
H: -4.328 -4.446 -0.625
H: -3.227 -4.017 0.701
C: -2.281 1.105 -1.493
C: -2.912 2.468 -1.838
H: -1.786 1.119 -0.497
H: -3.022 0.290 -1.431
H: -2.405 3.290 -1.309
H: -2.873 2.689 -2.911
H: -3.967 2.479 -1.530
C: -1.653 0.955 -4.388
C: -0.482 1.064 -5.365
H: -2.292 1.863 -4.432
H: -2.294 0.073 -4.617
H: -0.225 2.123 -5.527
H: 0.427 0.504 -5.020
H: -0.773 0.614 -6.326
C: 0.275 1.999 -2.314
C: 0.355 2.517 -0.891
H: 0.140 2.783 -3.081
H: 1.260 1.492 -2.537
H: 1.300 3.068 -0.773
H: -0.473 3.178 -0.625
H: 0.368 1.694 -0.165
C: -1.621 1.618 4.135
C: -0.650 2.251 3.138
O: 0.545 1.547 2.814
C: 0.927 0.387 3.552
C: 2.130 0.688 4.419
H: -2.045 0.709 3.710
H: -2.409 2.356 4.330
H: -1.115 1.387 5.076
H: -1.126 2.410 2.152
H: -0.348 3.245 3.532
H: 0.099 -0.002 4.177
H: 1.157 -0.356 2.770
H: 1.794 1.189 5.333
H: 2.647 -0.216 4.709
H: 2.837 1.352 3.920

Entry 5:
DFT (ωB97M-V/def2-TZVPD) results for a cluster of 2 separate species, C29H50FNO4P in total at a distorted geometry.

Results
gap between HOMO and LUMO	9.55	eV
charge	+1
spin multiplicity	1

Geometry (Å):
C: -5.111 -0.243 0.679
C: -5.344 -1.565 1.411
O: -4.148 -2.330 1.353
C: -4.398 -3.705 1.527
C: -3.031 -4.368 1.809
O: -1.966 -3.815 1.057
C: -1.735 -4.498 -0.155
N: -1.519 -3.567 -1.254
C: -1.434 -4.178 -2.558
O: -0.454 -4.328 -3.231
C: -2.913 -4.477 -2.852
C: -3.526 -5.447 -3.588
C: -4.917 -5.414 -3.622
C: -5.624 -4.430 -2.978
C: -4.997 -3.445 -2.234
F: -5.682 -2.495 -1.605
C: -3.635 -3.479 -2.157
C: -2.600 -2.611 -1.419
O: -2.588 -1.460 -1.098
H: -4.253 0.243 1.160
H: -4.897 -0.381 -0.383
H: -5.975 0.426 0.770
H: -6.201 -2.126 1.015
H: -5.569 -1.312 2.463
H: -5.033 -3.849 2.419
H: -4.934 -4.164 0.678
H: -2.813 -4.137 2.859
H: -3.089 -5.464 1.744
H: -2.581 -5.191 -0.324
H: -0.837 -5.124 -0.037
H: -2.938 -6.202 -4.099
H: -5.486 -6.163 -4.164
H: -6.711 -4.385 -3.011
C: 1.564 -1.735 -0.915
C: 1.229 -0.375 -1.513
C: 2.471 0.430 -1.891
C: 3.202 1.059 -0.698
P: 2.513 2.556 0.011
C: 2.217 3.700 -1.362
C: 3.326 4.011 -2.376
C: 4.472 4.927 -1.934
C: 4.037 6.228 -1.266
C: 3.738 3.355 1.047
C: 4.302 2.702 2.316
C: 3.387 2.643 3.540
C: 2.644 3.936 3.859
C: 0.861 2.435 0.714
C: 0.440 1.654 1.972
C: 0.973 0.223 2.146
C: -0.105 -0.844 1.948
H: 2.202 -1.656 -0.030
H: 0.648 -2.249 -0.627
H: 2.081 -2.363 -1.643
H: 0.597 0.188 -0.823
H: 0.631 -0.539 -2.411
H: 2.186 1.210 -2.602
H: 3.167 -0.221 -2.425
H: 4.202 1.348 -1.046
H: 3.390 0.312 0.075
H: 1.807 4.624 -0.946
H: 1.387 3.259 -1.924
H: 2.845 4.484 -3.236
H: 3.756 3.077 -2.749
H: 5.060 5.178 -2.820
H: 5.164 4.389 -1.282
H: 3.495 6.864 -1.966
H: 4.911 6.778 -0.919
H: 3.401 6.056 -0.396
H: 3.413 4.377 1.257
H: 4.608 3.461 0.394
H: 5.194 3.269 2.597
H: 4.649 1.691 2.083
H: 3.990 2.361 4.406
H: 2.678 1.825 3.412
H: 3.335 4.719 4.174
H: 1.935 3.766 4.670
H: 2.069 4.307 3.007
H: 0.204 2.124 -0.103
H: 0.573 3.477 0.900
H: -0.652 1.637 1.987
H: 0.705 2.247 2.848
H: 1.350 0.106 3.165
H: 1.821 0.028 1.488
H: -0.857 -0.781 2.736
H: 0.333 -1.841 1.989
H: -0.614 -0.735 0.988